Here is a structure of composition H2N2O3S in a non-equilibrium geometry from OMol25. Energies are from the ωB97M-V functional and the def2-TZVPD basis.

As for the frontier orbital gap (spin up / spin down): 7.9 / 7.9 eV. The energy relative to the best compared isomer or geometry (same formula, charge and spin) is 2.039 eV. The electronic energy is -19985.85092 eV. As for the charge: 0. For the max |F|, the calculation gives 4.13 eV/A.

```
8
Properties=species:S:1:pos:R:3:forces:R:3:nbo_charge:R:1
N -0.10675 -0.49405 -0.31254 0.5 -1.2 -0.4 -1.0203
N 2.03745 1.02140 -0.21196 0.2 -0.9 0.0 0.3425
O 3.18629 1.13449 -0.56473 -0.3 0.9 0.3 -0.3682
O 1.62093 -1.94406 0.74134 0.6 -0.2 0.4 -0.8248
O 1.23951 1.90068 0.12148 1.2 -1.4 -0.5 -0.4035
S 1.44894 -1.18716 -0.46095 -2.6 3.2 0.5 1.4619
H -0.22341 -0.02742 0.58689 0.2 -0.2 0.0 0.4118
H -0.34049 0.18648 -1.02771 0.2 -0.1 -0.2 0.4006
```
Forces are in eV/Å.

---

Here is a structure of composition CHBr3 from OMol25. Energies are from the ωB97M-V functional and the def2-TZVPD basis.

As for the frontier orbital gap: 10.4 eV. The energy relative to the best compared isomer or geometry (same formula, charge and spin) is 0.024 eV. The electronic energy is -211180.22189 eV. As for the charge: 0. For the max |F|, the calculation gives 0.88 eV/A.

```
5
Properties=species:S:1:pos:R:3:forces:R:3:nbo_charge:R:1
C 0.12302 -0.04039 -0.01053 0.0 -0.6 0.6 -0.5195
Br -0.66700 -0.26641 1.74328 0.0 0.0 0.0 0.0762
Br 0.31703 1.77732 -0.43778 0.2 0.8 -0.2 0.1163
Br -0.87489 -0.97684 -1.33202 -0.2 -0.3 -0.3 0.0991
H 1.10184 -0.49368 0.03705 0.0 0.0 0.0 0.2279
```
Forces are in eV/Å.

---

Here is a structure of composition C39H62N4NaO3 in a non-equilibrium geometry from OMol25. Energies are from the ωB97M-V functional and the def2-TZVPD basis.

As for the frontier orbital gap: 5.6 eV. The energy relative to the best compared isomer or geometry (same formula, charge and spin) is 0.851 eV. The electronic energy is -57970.71801 eV. As for the charge: -1. For the max |F|, the calculation gives 2.26 eV/A.

```
109
Properties=species:S:1:pos:R:3:forces:R:3:mulliken_charge:R:1
Na -0.25538 0.41675 -0.52468 -0.7 0.9 1.0 0.9636
C -1.40636 -0.84664 3.27976 0.0 -0.1 -0.1 -1.3383
N -0.99620 0.12190 2.28926 0.0 0.1 0.2 0.6322
C -1.95260 1.20854 2.22242 0.0 -0.1 0.0 -0.9617
C 0.36824 0.57066 2.48930 0.1 -0.1 0.0 -0.3439
C 1.38823 -0.47441 2.03577 -0.1 0.1 0.0 -1.5429
N 1.34060 -0.67503 0.58792 0.4 -0.4 0.4 1.6296
C 0.65466 -1.93435 0.25207 0.0 -0.3 0.1 -1.5331
C 0.22518 -2.08555 -1.18487 -0.1 -0.1 0.1 0.6191
C 1.01495 -2.80618 -2.06157 0.0 0.0 -0.1 -0.2051
C 0.65047 -2.99271 -3.38508 0.1 0.0 0.0 -0.5729
C -0.57894 -2.46027 -3.76866 0.0 0.0 0.0 -0.6457
C -1.43904 -1.76066 -2.93377 0.0 0.0 0.0 -0.0357
C -1.04100 -1.52947 -1.57187 -0.2 -0.6 -0.3 0.7634
O -1.72547 -0.85716 -0.71240 -1.4 -1.1 -0.4 -1.2716
C -2.74365 -1.24728 -3.57525 -0.1 0.0 -0.1 2.3138
C -2.38579 -0.28378 -4.72164 0.0 -0.1 0.0 -1.2257
C -3.70098 -0.49640 -2.64096 0.1 -0.1 0.0 -1.9895
C -3.53006 -2.43524 -4.15596 0.0 0.0 0.0 -1.8067
C 1.55685 -3.65639 -4.41689 0.0 0.0 -0.1 2.7346
C 0.83254 -4.82082 -5.10782 0.0 0.1 0.0 -1.9164
C 1.96098 -2.60558 -5.46696 -0.1 0.0 0.1 -1.7625
C 2.83956 -4.19949 -3.78417 -0.1 0.0 0.1 -2.1219
C 2.65950 -0.52278 -0.02603 0.0 0.2 -0.1 -2.2346
C 2.76347 -0.08052 -1.47155 0.1 0.0 0.1 1.2716
C 3.80917 -0.59958 -2.20794 -0.1 0.0 -0.1 -0.8175
C 4.15472 -0.10757 -3.46594 0.1 0.1 0.0 -0.4557
C 3.34556 0.90600 -3.96292 0.0 -0.2 -0.1 -0.3207
C 2.26092 1.45449 -3.28275 -0.2 0.0 0.1 0.4287
C 1.98291 1.02552 -1.94319 0.3 0.1 -0.2 0.0480
O 1.12117 1.58266 -1.16481 1.5 1.4 -0.9 -1.1296
C 1.46986 2.54109 -4.03815 0.0 0.1 0.0 2.8519
C 0.17737 3.01836 -3.36312 0.1 -0.1 0.1 -1.1984
C 1.06249 1.99135 -5.41673 0.0 0.0 0.0 -1.7430
C 2.36808 3.77536 -4.23417 -0.1 -0.1 0.0 -1.9053
C 5.42883 -0.58417 -4.16262 0.1 0.0 0.0 2.2002
C 5.44578 -2.11127 -4.30209 0.0 0.1 -0.1 -1.6705
C 6.64090 -0.14450 -3.31847 -0.1 0.0 -0.1 -1.8770
C 5.59045 0.02856 -5.55535 0.0 0.0 0.1 -2.1254
H -1.40266 -0.42583 4.30350 0.0 0.0 0.0 0.3593
H -0.74688 -1.71487 3.27083 0.0 0.0 0.0 0.3528
H -2.41464 -1.19148 3.04791 0.0 0.0 0.0 0.3343
H -2.04850 1.74085 3.18781 0.0 0.0 0.0 0.3028
H -2.92622 0.80403 1.94130 0.0 0.0 0.0 0.2575
H -1.65357 1.92544 1.46503 0.0 0.1 0.0 0.2144
H 0.55747 0.84303 3.54904 0.0 0.0 0.0 0.6268
H 0.53319 1.45930 1.87377 0.0 0.1 0.1 -0.1234
H 1.22633 -1.41785 2.57347 0.0 0.0 0.0 0.4446
H 2.37572 -0.11754 2.33704 0.0 0.0 0.0 0.3506
H -0.25165 -1.95559 0.86117 0.0 0.0 0.0 0.4636
H 1.29603 -2.79053 0.53361 0.0 0.0 0.0 0.3978
H 1.95287 -3.20415 -1.68876 0.0 0.0 0.0 0.3565
H -0.88212 -2.59512 -4.80309 0.0 0.0 0.0 0.1950
H -1.77362 0.53437 -4.33927 0.0 0.0 0.0 -0.0700
H -3.29358 0.13851 -5.16452 0.0 0.0 0.0 0.5016
H -1.82624 -0.78854 -5.51162 0.0 0.0 0.0 0.2782
H -3.25332 0.42419 -2.27244 0.0 0.0 0.1 0.2289
H -3.96471 -1.09851 -1.77528 0.0 0.0 0.1 0.3759
H -4.61208 -0.24923 -3.19830 0.0 0.0 0.0 0.5025
H -2.94191 -2.98652 -4.89163 0.0 0.0 0.0 0.2675
H -4.44042 -2.07794 -4.64708 0.0 0.0 0.0 0.4628
H -3.81413 -3.12425 -3.35785 0.0 0.0 0.0 0.3884
H -0.07540 -4.48028 -5.60794 0.0 0.0 0.0 0.2828
H 0.55018 -5.58102 -4.37630 0.0 0.0 0.0 0.3873
H 1.48317 -5.28189 -5.85773 0.0 0.0 0.0 0.4887
H 1.08698 -2.24735 -6.01445 0.0 0.0 0.0 0.3925
H 2.66845 -3.02593 -6.19023 0.0 0.0 0.0 0.4899
H 2.42461 -1.74797 -4.97256 0.0 0.0 -0.1 0.1705
H 2.62138 -4.96598 -3.03648 0.0 0.0 0.0 0.4355
H 3.40387 -3.39523 -3.30927 -0.1 -0.2 0.0 0.0726
H 3.46943 -4.64822 -4.55699 0.0 0.0 0.0 0.4608
H 3.24535 -1.45316 0.09114 0.0 0.0 0.0 -0.0389
H 3.17532 0.25829 0.54329 0.0 -0.1 0.1 0.6628
H 4.38784 -1.40952 -1.76836 0.0 0.0 0.0 0.3420
H 3.56346 1.28227 -4.95614 0.0 0.0 0.1 0.2464
H -0.48608 2.18104 -3.15175 -0.1 0.0 0.0 -0.2597
H -0.33627 3.71360 -4.03717 0.0 0.0 0.0 0.6229
H 0.37802 3.51428 -2.41693 0.0 0.0 0.1 -0.2132
H 0.43424 1.10792 -5.29020 0.0 0.0 0.0 0.1561
H 1.92741 1.70849 -6.01907 -0.1 0.0 0.0 0.3116
H 0.49638 2.74492 -5.97346 0.0 0.0 0.0 0.4956
H 2.65502 4.17737 -3.25936 0.0 0.0 0.0 0.2684
H 1.84152 4.55608 -4.79389 0.0 0.0 0.0 0.4856
H 3.27836 3.52195 -4.77998 0.0 0.0 0.0 0.2620
H 5.37713 -2.59253 -3.32583 0.0 0.0 0.0 0.2672
H 6.37148 -2.44690 -4.77970 0.0 0.0 0.0 0.6033
H 4.59904 -2.44814 -4.90356 0.2 0.0 0.0 0.1350
H 6.59723 -0.58190 -2.32022 0.0 0.0 0.0 0.2954
H 6.64121 0.94221 -3.21069 0.0 0.0 0.0 0.4071
H 7.58033 -0.44874 -3.79278 0.0 0.0 0.0 0.4610
H 4.76427 -0.25340 -6.21214 0.0 0.0 0.0 0.3349
H 6.52343 -0.31834 -6.00663 0.0 0.0 0.0 0.4495
H 5.63306 1.11771 -5.49401 0.0 0.0 -0.1 0.3594
N -0.79438 3.94976 0.62519 0.0 0.1 0.1 -0.6165
C 0.17047 4.54738 0.83801 -0.1 -0.1 -0.2 0.5022
N 1.31151 5.21544 1.02318 0.2 -0.1 0.0 0.0144
C 1.69343 6.15398 -0.03796 -0.1 0.2 0.0 -0.2436
C 0.98901 7.48658 0.18458 0.1 -0.1 0.1 -0.5853
O 1.27342 8.00532 1.47792 0.0 0.0 0.0 -0.3998
C 0.85926 7.11096 2.49907 0.1 -0.1 -0.1 -0.4722
C 1.55511 5.76076 2.35958 -0.2 0.2 0.0 -0.6727
H 1.42444 5.73318 -1.00579 0.1 -0.1 0.0 0.0432
H 2.77572 6.28572 0.01162 0.0 0.0 0.0 0.3419
H -0.09399 7.33540 0.07783 0.0 0.1 0.0 0.3210
H 1.32651 8.23408 -0.53194 0.0 0.0 0.0 0.3710
H -0.22722 6.95668 2.43973 0.0 0.0 0.1 0.3032
H 1.10947 7.58126 3.44946 0.0 0.0 0.0 0.3686
H 1.18890 5.06252 3.11070 0.1 -0.1 0.0 0.3852
H 2.63379 5.88596 2.47044 0.0 0.0 0.0 0.3304
```
Forces are in eV/Å.

---

Here is a structure of composition C37H23Cl2FeN6O3 from OMol25. Energies are from the ωB97M-V functional and the def2-TZVPD basis.

As for the frontier orbital gap: 6.8 eV. The energy relative to the best compared isomer or geometry (same formula, charge and spin) is 0.000 eV. The electronic energy is -113261.82426 eV. As for the charge: -1. For the max |F|, the calculation gives 0.43 eV/A.

```
72
Properties=species:S:1:pos:R:3:forces:R:3:mulliken_charge:R:1
Fe -0.74038 0.12330 0.00110 -0.3 0.2 0.2 -0.3728
O 5.82270 -0.28538 2.56548 0.1 0.1 -0.1 -0.7477
C 4.82474 0.17329 3.14627 -0.1 -0.4 0.1 0.3977
O 4.63833 0.48008 4.33780 0.0 0.1 0.0 -0.7498
C 3.56802 0.31741 2.24819 0.0 0.1 0.0 -0.5971
C 2.36385 0.75360 2.77429 0.0 -0.1 0.0 -1.0462
C 1.24716 0.83121 1.96068 0.1 0.0 -0.1 0.9867
N 1.25723 0.48526 0.65537 0.1 0.0 0.0 0.1467
C 2.44130 0.13602 0.13131 -0.1 -0.1 0.1 0.3627
C 3.59654 0.03301 0.89566 0.1 0.1 0.0 -0.8290
C 2.54548 -0.18848 -1.31610 0.1 -0.1 -0.1 0.3555
C 3.08796 -1.41243 -1.70200 -0.1 0.0 -0.1 -0.4693
C 3.22315 -1.68546 -3.05043 0.0 0.0 0.0 -0.7035
C 2.84132 -0.71936 -3.96696 0.0 0.0 0.0 -0.6637
C 2.34153 0.47872 -3.48340 -0.1 0.0 -0.1 -0.3496
N 2.19255 0.74859 -2.19058 -0.1 0.1 0.1 -0.2716
C -0.04211 1.34873 2.46494 -0.1 0.0 0.0 0.2049
C -0.20414 1.85611 3.75170 0.0 0.0 -0.1 -0.6511
C -1.40817 2.43728 4.09906 0.0 0.0 0.0 -0.8354
C -2.42022 2.50706 3.15266 0.0 0.0 0.0 -0.8279
C -2.20529 1.93509 1.91367 -0.1 -0.1 0.0 -0.4008
N -1.05503 1.34691 1.57907 0.2 -0.1 0.1 0.9591
H 2.34675 1.00162 3.82552 0.0 0.0 0.0 0.6383
H 4.54010 -0.25972 0.45352 0.0 0.0 0.0 0.6033
H 3.37462 -2.13742 -0.95184 0.0 0.0 0.0 0.4481
H 3.61779 -2.63808 -3.37990 0.0 0.0 0.0 0.4237
H 2.92115 -0.88652 -5.03239 0.0 0.0 0.0 0.4037
H 2.02515 1.25743 -4.17059 0.0 0.0 0.0 0.4892
H 0.60677 1.80454 4.46159 0.0 0.0 0.0 0.5012
H -1.55222 2.83714 5.09429 0.0 0.0 0.0 0.4470
H -3.37071 2.97364 3.36917 0.0 0.0 0.0 0.4419
H -2.98105 1.91361 1.15996 0.0 0.0 0.0 0.4422
C 2.18598 -3.23739 3.30455 0.0 0.0 0.0 -0.5199
C 1.06560 -2.82531 4.01339 0.0 0.0 0.0 -0.6513
C -0.00567 -2.24716 3.35095 0.0 0.1 0.0 -0.3584
C 0.06417 -2.07151 1.97606 0.1 0.0 0.1 -0.1720
C 1.17040 -2.49632 1.25435 0.0 0.0 0.1 -0.1706
C 2.22884 -3.08621 1.92514 0.0 0.0 0.0 -0.5713
N -0.97227 -1.40181 1.26097 -0.1 0.0 0.1 1.7300
N -2.12557 -1.76359 1.57545 0.0 -0.1 0.0 -1.3775
C -3.10536 -1.11765 0.79975 -0.1 0.0 0.0 0.0194
C -4.43271 -1.47466 1.02290 0.0 0.0 0.0 -0.5635
C -5.41466 -0.90379 0.23216 0.0 0.0 0.0 -0.5842
C -5.03624 -0.00474 -0.76237 0.0 0.0 0.0 -0.7913
C -3.70114 0.33676 -0.95278 0.0 0.1 -0.1 0.1259
C -2.67390 -0.19881 -0.17004 0.1 0.0 0.1 0.3881
H 3.03260 -3.66150 3.82752 0.0 0.0 0.0 0.4148
H 1.03498 -2.93561 5.08961 0.0 0.0 0.0 0.3570
H -0.88256 -1.90365 3.88362 0.0 0.0 0.0 0.4799
H 1.17288 -2.36369 0.18019 0.0 0.0 0.0 0.6933
H 3.10300 -3.40916 1.37378 0.0 0.0 0.0 0.3368
H -4.67183 -2.19233 1.79810 0.0 0.0 0.0 0.4585
H -6.45661 -1.16073 0.37423 0.0 0.0 0.0 0.3757
H -5.79652 0.43314 -1.40036 0.0 0.0 0.0 0.4241
H -3.46823 1.05130 -1.73902 0.0 0.0 0.0 0.2880
Cl -0.49058 -2.84254 -3.96332 0.0 0.0 0.0 -0.2769
C -0.75257 -1.13051 -3.86824 0.0 0.0 0.1 0.5553
C -0.98194 -0.41322 -5.04301 0.0 0.0 0.0 -0.3963
C -1.12915 0.94882 -5.02603 0.0 0.0 0.0 0.5221
Cl -1.38595 1.80724 -6.52648 0.0 0.0 0.0 -0.3165
C -1.06616 1.66479 -3.80992 0.0 0.0 0.0 0.5622
C -1.15591 3.07052 -3.67772 0.0 0.0 0.0 -1.0950
C -1.03651 3.63656 -2.44081 0.0 0.0 0.0 -1.1751
C -0.85929 2.81305 -1.31432 -0.1 0.0 0.0 -0.4707
N -0.79930 1.50742 -1.40361 0.1 0.0 -0.2 1.6084
C -0.87063 0.92125 -2.63097 0.1 0.0 0.0 -1.1577
C -0.66322 -0.50687 -2.62044 0.1 0.0 0.1 0.4795
O -0.38093 -1.08674 -1.51673 0.1 0.0 -0.2 -0.6364
H -1.02829 -0.94694 -5.98264 0.0 0.0 0.0 0.4818
H -1.30372 3.68028 -4.55852 0.0 0.0 0.0 0.4612
H -1.07981 4.70923 -2.31154 0.0 0.0 0.0 0.4352
H -0.77605 3.23532 -0.32091 0.0 0.0 0.0 0.3510
```
Forces are in eV/Å.

---

Here is a cluster of 2 separate species, C4H12N2 in total in a non-equilibrium geometry from OMol25. Energies are from the ωB97M-V functional and the def2-TZVPD basis.

As for the frontier orbital gap: 10.3 eV. The energy relative to the best compared isomer or geometry (same formula, charge and spin) is 1.838 eV. The electronic energy is -7321.19074 eV. As for the SMILES: C=NC.CCN. As for the charge: 0. For the max |F|, the calculation gives 2.28 eV/A.

```
18
Properties=species:S:1:pos:R:3:forces:R:3:nbo_charge:R:1
C -1.62264 -1.74170 -2.47636 -0.9 -0.4 0.4 -0.0454
N -0.38962 -1.55439 -2.42655 0.3 0.9 -0.5 -0.3975
C 0.50490 -1.94518 -1.36152 -0.7 -2.1 -0.5 -0.4457
H -2.14655 -1.53779 -3.40245 0.0 0.4 -0.2 0.1632
H -2.32191 -2.13582 -1.70744 0.8 -0.1 0.2 0.1309
H 1.33862 -2.35265 -1.94506 0.4 0.2 0.7 0.2160
H 0.07359 -2.83124 -0.82400 0.3 0.8 0.2 0.1740
H 0.83931 -1.16531 -0.68575 -0.1 0.1 -0.2 0.2047
C 1.19075 1.37113 2.24277 -0.4 0.4 0.3 -0.6146
C -0.13269 1.81283 1.57285 1.9 0.7 0.1 -0.2180
N -0.02717 1.52424 0.13659 -0.6 0.3 0.6 -0.8254
H 2.06098 1.92083 1.89659 -0.1 0.2 -0.6 0.2110
H 1.09731 1.70535 3.27975 0.2 -0.8 0.3 0.2061
H 1.45745 0.31380 2.11007 -0.4 0.1 0.4 0.1966
H -0.97949 1.39161 2.11860 -0.1 -0.2 -0.2 0.1638
H -0.13101 2.90911 1.75976 -0.4 -0.5 -0.5 0.1837
H 0.07364 0.52275 0.04493 -0.1 -0.1 -0.2 0.3408
H -0.88547 1.79242 -0.33277 0.1 -0.1 -0.1 0.3558
```
Forces are in eV/Å.

---

Here is the molecule C4H5NO2 in a non-equilibrium geometry from OMol25. Energies are from the ωB97M-V functional and the def2-TZVPD basis.

As for the frontier orbital gap: 10.4 eV. The energy relative to the best compared isomer or geometry (same formula, charge and spin) is 3.811 eV. The electronic energy is -9810.50361 eV. As for the SMILES: COC1=N[C@H]1C=O. As for the charge: 0. For the max |F|, the calculation gives 1.24 eV/A.

```
12
Properties=species:S:1:pos:R:3:forces:R:3:nbo_charge:R:1
C -0.41411 -2.22363 -0.65290 0.0 -0.4 0.1 -0.2640
O 0.39093 -1.05707 -0.84395 0.6 -0.3 0.3 -0.4595
C 0.05526 -0.08546 -0.03769 -0.3 0.0 0.1 0.4793
N -0.91554 0.30722 0.63830 0.0 0.3 -1.2 -0.3162
C 0.26459 1.31050 -0.05099 -0.3 0.1 0.0 -0.2675
C 0.64917 2.25311 1.01379 0.1 0.0 0.7 0.3895
O 0.15877 2.23238 2.11641 0.6 0.1 -0.3 -0.4868
H -0.20653 -2.59742 0.34931 -0.2 -0.3 -0.1 0.1924
H -1.48494 -2.00738 -0.75341 0.3 0.1 0.0 0.2009
H -0.07734 -2.91701 -1.41879 -0.1 -0.1 0.1 0.2042
H 0.24921 1.72012 -1.07059 -0.8 0.3 0.3 0.2085
H 1.33053 3.06464 0.71051 0.1 0.0 -0.1 0.1192
```
Forces are in eV/Å.